(1)
C4H9NO2 in the gas phase, computed with the ωB97M-V functional and the def2-TZVPD basis.

```
16
Properties=species:S:1:pos:R:3:mulliken_charge:R:1
C -2.06784 -0.70805 -0.32994 -1.33
C -0.58177 -0.48074 -0.55703 0.60
O -0.45983 0.60134 -1.45396 -0.52
C 0.14580 -0.25624 0.77083 -0.87
N 1.57088 -0.01613 0.60015 -0.10
C 2.07659 1.21668 0.35528 -0.04
O 1.41791 2.24254 0.31653 -0.56
H -2.26152 -1.62428 0.23768 0.35
H -2.57241 -0.78009 -1.29721 0.34
H -2.49670 0.14463 0.20753 0.34
H -0.14255 -1.38078 -1.02310 0.12
H 0.26620 1.18403 -1.19525 0.36
H -0.27843 0.60445 1.30071 0.34
H 0.02692 -1.14813 1.39682 0.37
H 2.19073 -0.80513 0.50202 0.24
H 3.16601 1.20590 0.16892 0.35
```

## Properties
Gap between HOMO and LUMO, eV: 10.63
LUMO level, eV: 0.7225
E_HOMO, eV: -9.91

(2)
A gas-phase ion, C5H9BrN3 (charge +1) at a distorted geometry, computed with the ωB97M-V functional and the def2-TZVPD basis.

```
18
Properties=species:S:1:pos:R:3:lowdin_spin:R:1
C -1.83493 0.68174 0.91071 0.50
C -0.97848 -0.17954 1.41396 0.60
C -1.58221 1.27498 -0.43816 0.19
C 0.03362 -0.39031 -0.92548 0.04
C 0.10801 -0.79034 0.53934 0.06
N -0.70640 0.84303 -1.24675 0.37
N 1.42446 -0.46543 0.99876 0.03
N 1.43389 -0.12568 -1.42419 0.01
Br -0.30204 -2.86341 0.50013 0.11
H -2.83295 0.91734 1.49389 0.01
H -1.26205 -0.87751 2.20336 0.02
H -2.35201 2.05546 -0.72919 0.01
H -0.26887 -1.30145 -1.50958 0.02
H 1.39670 -0.12255 1.93246 0.01
H 2.19794 -1.22686 0.92324 0.00
H 1.46968 0.68721 -1.95298 0.00
H 1.91855 -0.82537 -2.06990 0.00
H 1.86789 -0.05774 -0.39903 0.00
```

## Properties
Gap between HOMO and LUMO (spin up / spin down), eV: 7.19 / 6.41
Charge: +1
Multiplicity: 3
LUMO level (spin up / spin down), eV: -3.5484 / -7.5156
E_HOMO (spin up / spin down), eV: -10.74 / -13.93
Expectation value of S²: 2.014

(3)
A molecular structure, C2H2Br3N at a distorted geometry, computed with the ωB97M-V functional and the def2-TZVPD basis.

```
8
Properties=species:S:1:pos:R:3:lowdin_spin:R:1
C 1.64780 -0.01487 -0.43578 0.11
C -1.13776 0.39437 -0.26330 0.50
N 2.07707 -0.79395 0.28795 0.04
Br -0.83742 -0.01315 1.57041 0.11
Br -2.04316 -0.95216 -1.28937 0.10
Br -2.34605 2.12906 -0.35748 1.07
H 0.23503 0.56738 -0.57711 0.06
H 2.40450 -1.31668 1.06468 0.00
```

## Properties
Gap between HOMO and LUMO (spin up / spin down), eV: 6.50 / 5.39
Multiplicity: 3
LUMO level (spin up / spin down), eV: 0.4655 / -3.9608
E_HOMO (spin up / spin down), eV: -6.03 / -9.35
Expectation value of S²: 2.009

(4)
A molecular structure, C20H21BrN2O2Zr at a distorted geometry, computed with the ωB97M-V functional and the def2-TZVPD basis.

```
47
Properties=species:S:1:pos:R:3:mulliken_charge:R:1
C 1.71150 3.51389 -1.79919 -0.56
C 3.13538 2.91437 -1.68867 -0.97
H 1.26221 3.29880 -2.77241 0.27
H 1.81255 4.60915 -1.75959 0.33
H 0.99395 3.26568 -1.01103 0.12
H 3.19095 1.82100 -1.72832 0.22
H 3.75376 3.28085 -2.52068 0.36
H 3.65252 3.24450 -0.78339 0.36
C -2.78555 -0.01029 -1.30220 -0.03
C -3.92693 -0.74338 -1.57621 -0.78
C -3.93236 -2.13128 -1.41373 -0.46
C -2.77161 -2.74879 -0.97231 -0.77
H -2.75958 1.08345 -1.38783 0.43
H -4.81807 -0.22051 -1.90050 0.42
H -4.82458 -2.71142 -1.60904 0.48
H -2.74521 -3.80970 -0.76281 0.33
N -1.64293 -0.61420 -0.90822 -0.27
C -1.63136 -1.97088 -0.72212 0.91
C -0.41936 -2.52848 -0.12421 0.68
N 0.52324 -1.61754 0.27185 0.04
C 1.58598 -2.06460 0.96469 -0.05
C 0.89866 -4.36380 0.74933 -0.52
C 1.82150 -3.41863 1.18054 -0.88
H 2.27145 -1.28862 1.31818 0.41
H 2.72870 -3.70748 1.68596 0.44
C -0.24207 -3.90063 0.12349 -0.77
H -1.03278 -4.57925 -0.18386 0.36
H 1.05903 -5.42765 0.91192 0.47
Zr 0.23529 0.62009 -0.16465 1.53
C 2.20497 1.02547 0.55316 -1.82
H 3.01577 0.50548 0.02541 0.62
H 2.28380 0.76933 1.61531 0.49
H 2.45513 2.08682 0.47778 0.48
Br 0.73644 1.51846 4.43325 -0.12
C -0.87111 2.47003 4.16565 0.01
C -1.41895 3.24585 5.18928 -0.43
C -2.54174 4.05774 4.94137 -0.51
C -3.12899 4.08993 3.67069 -0.62
C -2.61947 3.29692 2.64920 -0.50
C -1.52695 2.45272 2.90845 0.76
C -0.94778 1.70596 1.80258 1.05
O -0.75763 2.30416 0.63375 -0.70
O -0.54974 0.48174 1.85309 -0.44
H -0.96628 3.24225 6.17841 0.44
H -2.93850 4.67327 5.74741 0.40
H -3.98454 4.74393 3.49025 0.40
H -3.05761 3.29667 1.64993 0.38
```

## Properties
Gap between HOMO and LUMO, eV: 6.52
Charge: +2
LUMO level, eV: -7.8672
E_HOMO, eV: -14.39

(5)
A molecular structure, C38H32BrCaF16N9O6PS3, computed with the ωB97M-V functional and the def2-TZVPD basis.

```
107
Properties=species:S:1:pos:R:3:lowdin_spin:R:1
Ca 0.68872 0.83930 0.09948 0.00
O 5.26091 -1.47428 2.06860 0.00
C 4.59030 -1.26852 3.25785 0.00
C 5.15087 -1.79227 4.41195 0.00
C 4.47815 -1.65666 5.61663 0.00
C 3.25677 -0.99644 5.67320 0.00
C 2.69983 -0.48642 4.51084 0.00
C 3.35586 -0.62766 3.29683 0.01
C 2.70157 -0.11483 2.03398 0.02
O 1.53769 0.44960 2.13072 0.00
N 2.53561 -1.49578 1.17674 0.37
N 1.55071 -1.58018 0.38048 0.04
C 1.38662 -2.71470 -0.29542 0.17
C 0.31345 -2.90606 -1.17795 0.01
Br -1.01554 -1.57445 -1.30415 0.00
C 0.14746 -4.04144 -1.91980 0.22
C 1.13442 -5.08599 -2.13413 0.02
C 2.50027 -4.81109 -2.28172 0.04
C 3.39594 -5.84709 -2.48901 0.00
C 2.94558 -7.15787 -2.55521 0.04
C 1.58798 -7.43739 -2.44343 0.00
C 0.68617 -6.40820 -2.25438 0.04
H 5.14791 -0.72092 1.47435 0.00
H 6.10937 -2.28963 4.34858 0.00
H 4.91814 -2.05965 6.51957 0.00
H 2.74489 -0.87912 6.61896 0.00
H 1.75091 0.03522 4.51000 0.00
H 3.42909 0.40217 1.37643 0.01
H 3.23209 -2.24855 1.18333 0.01
H 2.07256 -3.54274 -0.13686 0.00
H -0.81692 -4.18330 -2.39486 0.01
H 2.84376 -3.78590 -2.30045 0.00
H 4.44661 -5.62536 -2.61984 0.00
H 3.64968 -7.96308 -2.71862 0.00
H 1.23545 -8.45743 -2.51534 0.00
H -0.37324 -6.62018 -2.17783 0.00
F 3.20126 5.35132 -0.75297 0.00
C 2.58757 5.16996 0.40861 0.00
F 1.84567 6.23306 0.68760 0.00
F 3.49258 4.99936 1.36559 0.00
S 1.51302 3.68579 0.26371 0.00
O 2.42661 2.56114 0.10336 0.00
O 0.63235 3.93506 -0.84544 0.00
N 0.79041 3.62916 1.64794 0.00
S -0.73827 3.27152 1.74767 0.00
O -1.08434 2.12561 0.88874 0.00
O -1.63085 4.38225 1.73475 0.00
C -0.79133 2.58311 3.49749 0.00
F -1.78978 3.17632 4.14659 0.00
F -1.03102 1.27704 3.45530 0.00
F 0.33603 2.80083 4.15210 0.00
C -2.45083 -1.88070 3.29602 0.00
S -0.97662 -2.16560 2.29915 0.00
C 0.09883 -2.87096 3.55985 0.00
H -2.98387 -2.80909 3.49700 0.00
H -3.08807 -1.20274 2.73249 0.00
H -2.17676 -1.39962 4.23445 0.00
H 0.29006 -2.14800 4.35167 0.00
H 1.04940 -3.11933 3.08774 0.00
H -0.33048 -3.78094 3.97753 0.00
F -8.05033 -0.30983 -2.16389 0.00
C -8.12028 -0.16466 -0.85054 0.00
C -9.32313 -0.12701 -0.26441 0.00
F -10.40546 -0.23667 -1.01645 0.00
C -9.49871 0.02925 1.17456 0.00
C -8.24959 0.12676 1.91966 0.00
C -7.04713 0.08916 1.33280 0.00
F -5.96169 0.17770 2.08656 0.00
C -6.87199 -0.05563 -0.10585 0.00
C -5.65572 -0.09285 -0.70270 0.00
C -4.41205 -0.00230 0.01420 0.00
N -3.38270 0.04894 0.52100 0.00
C -5.46102 -0.25557 -2.11992 0.00
N -5.21570 -0.38661 -3.23379 0.00
F -8.31664 0.25151 3.23448 0.00
C -10.71681 0.07756 1.76647 0.00
C -11.96055 -0.02317 1.04879 0.00
N -12.99390 -0.09123 0.55352 0.00
C -10.91312 0.23381 3.18357 0.00
N -11.14892 0.37984 4.29750 0.00
C -1.68493 0.74552 -3.69114 0.00
C -2.44430 1.42950 -4.85904 0.00
N -2.40473 2.88193 -4.70244 0.00
C -2.97939 3.23073 -3.40316 0.00
C -2.15026 2.58898 -2.25812 0.00
N -1.07802 1.75493 -2.81657 0.00
C -0.18626 2.58904 -3.63773 0.00
C -1.00624 3.31668 -4.73534 0.00
H -0.88930 0.09203 -4.05696 0.00
H -2.37156 0.13770 -3.09684 0.00
H -3.48730 1.11091 -4.88606 0.00
H -1.99349 1.17846 -5.82147 0.00
H -4.01611 2.88430 -3.39000 0.00
H -2.99279 4.31891 -3.31369 0.00
H -2.77245 1.95819 -1.61716 0.00
H -1.69473 3.34714 -1.62123 0.00
H 0.57132 1.93380 -4.07146 0.00
H 0.32372 3.29380 -2.98643 0.00
H -0.60839 3.10679 -5.73040 0.00
H -0.98385 4.39914 -4.59307 0.00
F 1.45182 0.35496 -2.03013 0.00
P 3.05445 0.06872 -2.51440 0.00
F 2.74599 -1.52404 -2.32828 0.01
F 4.56344 -0.25979 -2.89137 0.00
F 3.43932 0.13174 -0.91829 0.00
F 3.27735 1.63343 -2.62753 0.00
F 2.55779 -0.01939 -4.02284 0.00
```

## Properties
Gap between HOMO and LUMO, eV: 3.72
Multiplicity: 2
LUMO level, eV: -3.7333
E_HOMO, eV: -7.45
Expectation value of S²: 0.811

(6)
C9H9F3 in the gas phase at a distorted geometry, computed with the ωB97M-V functional and the def2-TZVPD basis.

```
21
Properties=species:S:1:pos:R:3:mulliken_charge:R:1
F -1.82369 -1.88573 -1.85297 -0.31
C -1.26557 -0.64870 -1.70983 -0.42
C -1.04125 0.04992 -0.57831 0.27
C -0.90417 -0.50691 0.78542 -0.27
C -0.65141 0.69933 1.69782 -0.74
C 0.75698 1.13129 1.32037 -0.91
C 1.13111 0.18681 0.12365 -0.02
C 0.49823 -1.14158 0.67967 -1.01
C 0.19939 0.65467 -1.06032 -0.68
C 0.00281 -0.19892 -2.34832 1.11
F -0.08697 0.59383 -3.47703 -0.31
F 0.88963 -1.23864 -2.48472 -0.28
H -1.70616 -1.15432 1.09544 0.53
H -0.65496 0.32723 2.71720 0.35
H -1.40129 1.50428 1.58246 0.34
H 1.47468 1.03844 2.12945 0.35
H 0.79008 2.19640 1.02383 0.36
H 2.21891 0.08694 -0.11254 0.41
H 0.88852 -1.43605 1.64908 0.37
H 0.57186 -1.98279 -0.01429 0.35
H 0.11327 1.72449 -1.16607 0.50
```

## Properties
Gap between HOMO and LUMO, eV: 10.14
LUMO level, eV: 0.6490
E_HOMO, eV: -9.49